Entry 1:
Molecular formula: C31H39IrN6O4SSi2
Method: DFT, ωB97M-V/def2-TZVPD

Geometry (Å):
Ir  -0.20322  -0.03731  0.62343
O  0.03244  6.70101  -1.79919
N  0.06184  6.61952  -0.58786
O  0.06933  7.54577  0.18267
C  0.11649  5.25556  0.00083
C  0.64945  5.17446  1.23551
C  0.83753  3.90669  1.87155
C  1.45245  3.77202  3.13077
C  1.64782  2.51623  3.64226
C  1.19456  1.40675  2.92091
N  0.57669  1.51423  1.75395
C  0.42653  2.75238  1.20590
C  -0.14546  2.84837  -0.11303
N  -0.47088  1.67450  -0.71017
C  -1.04195  1.69648  -1.90103
C  -1.31676  2.88981  -2.56976
C  -0.96003  4.08574  -1.99971
C  -0.32896  4.09325  -0.73583
H  0.95650  6.08209  1.73865
H  1.77377  4.65288  3.67176
H  2.13382  2.36165  4.59469
H  1.32988  0.40541  3.30279
H  -1.29809  0.73874  -2.33672
H  -1.81045  2.86292  -3.53051
H  -1.16018  5.01130  -2.51057
O  2.92690  -1.87474  -4.94739
C  1.79868  -2.66586  -5.27612
N  0.99619  -2.64822  -4.07619
C  -0.36049  -2.78783  -4.10928
O  -0.99613  -2.97231  -5.11965
C  -1.05500  -2.56811  -2.79074
C  -2.34418  -3.04071  -2.58444
C  -2.96570  -2.72801  -1.39065
C  -2.31055  -1.93112  -0.46867
N  -1.07542  -1.44370  -0.67066
C  -0.46964  -1.78464  -1.81648
H  3.62268  -2.03373  -5.59569
H  2.09304  -3.68258  -5.54822
H  1.20915  -2.23303  -6.08507
H  1.49664  -2.84511  -3.22158
H  -2.82819  -3.63028  -3.35236
H  -3.96085  -3.08380  -1.16441
H  -2.78830  -1.67436  0.46202
H  0.51811  -1.38306  -1.94620
C  -3.45680  -1.81643  3.04427
Si  -2.01072  -0.64818  2.86409
C  -1.65001  0.07858  4.54522
C  -2.59748  0.83170  1.78121
C  -0.38961  -1.39326  2.16368
Si  -0.14717  -3.28445  2.09893
C  -1.68536  -4.32032  1.81972
C  1.06900  -3.81048  0.76586
C  0.55640  -3.75034  3.76684
H  -4.31084  -1.23388  3.40149
H  -3.23814  -2.56543  3.80611
H  -3.77246  -2.34895  2.14932
H  -2.54921  0.51889  4.98126
H  -0.88910  0.86219  4.50897
H  -1.29752  -0.69848  5.22634
H  -3.59808  1.05908  2.16037
H  -2.73675  0.67911  0.70690
H  -2.01105  1.74270  1.92764
H  0.28240  -1.13647  2.99607
H  -2.29261  -4.01914  0.96419
H  -2.32990  -4.35594  2.69676
H  -1.35182  -5.34385  1.62744
H  0.59342  -3.87973  -0.21649
H  1.43628  -4.80992  1.01158
H  1.94169  -3.16616  0.68865
H  -0.10418  -3.43564  4.57885
H  1.53216  -3.28793  3.93391
H  0.68471  -4.83095  3.85216
S  1.94361  -0.50403  -0.07117
C  2.47817  0.74268  -1.20352
N  2.73620  0.37335  -2.48236
C  3.25696  1.18942  -3.41768
C  3.54237  2.49262  -3.10086
C  3.31668  2.92012  -1.79615
C  2.79908  2.04814  -0.85321
H  2.57821  -0.60067  -2.73348
H  3.43566  0.75156  -4.38719
H  3.96021  3.14825  -3.84989
H  3.57293  3.93214  -1.51047
H  2.67256  2.35087  0.17514

Summary:
LUMO = -6.56 eV
E_HOMO = -13.87 eV
Net charge = +2



Entry 2:
Molecular formula: C23H18N3O2
Method: DFT, ωB97M-V/def2-TZVPD

Geometry (Å):
C  4.84763  -1.33412  -1.31975
C  4.56970  0.01819  -1.08509
C  3.26113  0.49395  -1.18402
C  2.21091  -0.38828  -1.52396
C  0.79241  -0.00174  -1.57377
N  -0.06593  -0.98831  -1.47412
C  -1.33001  -1.24883  -1.46709
C  -1.79342  -2.55578  -1.78042
N  -2.24846  -3.59452  -2.07856
C  0.40253  1.38600  -1.84597
C  1.21670  2.18639  -2.68054
C  0.86153  3.50156  -2.96678
C  -0.33250  4.02859  -2.45698
C  -1.17756  3.22325  -1.67917
C  -0.82033  1.90227  -1.38531
C  2.50531  -1.73542  -1.78565
C  3.81551  -2.20234  -1.70698
H  5.86447  -1.71090  -1.20661
H  5.37757  0.70837  -0.83117
H  3.04353  1.54770  -0.99353
H  -2.12437  -0.51129  -1.27377
H  2.13099  1.75907  -3.10128
H  1.52244  4.11185  -3.58253
H  -0.61475  5.05936  -2.68099
H  -2.12088  3.62077  -1.30052
H  -1.46508  1.27982  -0.76699
H  1.68528  -2.40345  -2.05625
H  4.01696  -3.24523  -1.94270
C  -2.46184  -1.22802  1.54060
C  -3.60045  -0.54432  1.20626
N  -4.67038  -1.23768  0.63195
O  -5.74437  -0.67122  0.30449
O  -4.48391  -2.47647  0.48812
C  -1.56818  -0.83650  2.60846
C  -0.69010  -1.79361  3.18194
C  0.05436  -1.49297  4.31445
C  0.00566  -0.20155  4.86686
C  -0.80279  0.78056  4.27535
C  -1.58332  0.47185  3.16090
H  -2.27375  -2.19585  1.07100
H  -3.77979  0.50515  1.43254
H  -0.64798  -2.78674  2.72945
H  0.67324  -2.26006  4.77906
H  0.60179  0.04215  5.74554
H  -0.83463  1.78895  4.68699
H  -2.22489  1.22943  2.70654

Summary:
LUMO = 1.22 eV
E_HOMO = -2.90 eV
Net charge = -1



Entry 3:
Molecular formula: C26H24ClN2O8S
Method: DFT, ωB97M-V/def2-TZVPD

Geometry (Å):
O  -0.14356  1.12156  -1.85940
S  0.01109  0.91474  -0.37928
O  1.49851  0.79421  -0.11138
Cl  -0.85588  -0.96718  0.02496
C  -0.79350  2.23735  0.64704
C  -1.64983  3.28905  -0.20743
C  -3.20220  3.33408  0.24172
C  -4.15649  2.54427  -0.82269
C  -4.35276  1.08006  -0.22689
C  -3.97168  -0.22313  -1.03155
C  -4.22954  -1.48222  -0.17516
N  -4.73229  -1.64448  1.11155
N  -5.08429  -0.54059  1.75369
C  -4.91150  0.72312  1.15368
H  0.07331  2.80238  1.15489
H  -1.37512  1.75570  1.51126
H  -1.21000  4.33316  0.01294
H  -1.62681  3.10428  -1.33426
H  -3.58515  4.40544  0.41284
H  -3.23197  2.84153  1.28555
H  -5.12545  3.11888  -0.98353
H  -3.58609  2.44450  -1.80380
H  -3.56811  -0.20031  -2.09103
H  -3.94574  -2.46913  -0.69497
H  -5.45471  -0.61776  2.72030
H  -5.24147  1.61775  1.79635
C  -0.45965  -7.12858  -0.63096
C  -1.50544  -6.31113  -0.75405
C  -1.37294  -4.85772  -0.52221
O  -2.33163  -4.10766  -0.63273
C  -0.03840  -4.34510  -0.15082
C  1.01083  -5.15952  -0.02655
C  0.87745  -6.61553  -0.25887
O  1.82946  -7.36390  -0.14921
H  -0.53854  -8.19594  -0.79622
H  -2.49041  -6.66993  -1.02622
H  0.03489  -3.27850  0.01302
H  2.00239  -4.79104  0.24854
C  5.77171  -3.91867  -0.30824
C  6.87739  -4.51711  -0.75175
C  7.00220  -5.99044  -0.75722
O  8.01057  -6.53661  -1.15950
C  5.85359  -6.77311  -0.25358
C  4.74758  -6.17419  0.19006
C  4.62338  -4.70173  0.19503
O  3.61128  -4.14849  0.59887
H  5.66346  -2.84123  -0.29633
H  7.72700  -3.95849  -1.12434
H  5.96159  -7.85041  -0.26525
H  3.89907  -6.73213  0.56216
C  1.19587  8.02574  1.79785
C  0.25219  7.17673  1.39041
C  -0.37462  7.30861  0.05827
O  -1.23975  6.53321  -0.31464
C  0.08536  8.41601  -0.80531
C  1.02920  9.26571  -0.39864
C  1.65663  9.13434  0.93378
O  2.51754  9.90601  1.30476
H  1.66520  7.94463  2.77030
H  -0.09606  6.35949  2.01022
H  -0.38422  8.49677  -1.77760
H  1.37710  10.08267  -1.01841

Summary:
LUMO = -5.09 eV
E_HOMO = -11.58 eV
Net charge = +1



Entry 4:
Molecular formula: C6H6O3S
Method: DFT, ωB97M-V/def2-TZVPD

Geometry (Å):
C  2.20178  0.06928  0.21445
C  1.28240  -0.11982  1.25954
C  1.77259  0.03498  -1.11033
C  -0.02281  -0.57375  0.96932
C  0.47169  -0.44715  -1.38489
C  -0.39150  -0.75243  -0.36778
O  -2.81730  -1.50757  0.44496
O  -1.98503  2.03304  0.30655
O  -2.77816  1.50763  -0.64864
S  -2.15024  -1.04989  -0.71440
H  3.19543  0.35611  0.43289
H  1.76333  -0.02540  2.23576
H  2.30671  0.26120  -2.00413
H  -0.64093  -0.97805  1.70758
H  0.14226  -0.41954  -2.39747
H  -2.35022  1.61135  1.05658

Summary:
LUMO (spin up / spin down) = -0.89 / -1.00 eV
E_HOMO (spin up / spin down) = -8.22 / -9.79 eV
Net charge = 0



Entry 5:
Molecular formula: C6H14O
Method: DFT, ωB97M-V/def2-TZVPD

Geometry (Å):
C  -3.10495  0.50246  -0.01780
C  -1.91203  -0.31325  0.45819
C  -0.78004  -0.34670  -0.57128
C  0.45522  -0.99735  0.04279
C  1.84712  -0.75746  -0.56442
O  2.63968  -0.24839  0.48796
C  2.82098  1.14263  0.47673
H  -3.91890  0.49074  0.71329
H  -3.48908  0.10806  -0.96525
H  -2.81085  1.54537  -0.18339
H  -1.52433  0.10245  1.39922
H  -2.22259  -1.34164  0.68752
H  -1.13512  -0.85149  -1.48010
H  -0.53872  0.68571  -0.86519
H  0.26618  -2.05452  0.26787
H  0.62234  -0.51603  1.00049
H  2.33878  -1.66654  -0.93092
H  1.79713  -0.04798  -1.40426
H  3.72260  1.35557  -0.10512
H  2.96107  1.51363  1.49911
H  1.96551  1.69473  0.05457

Summary:
LUMO = 1.11 eV
E_HOMO = -9.53 eV
Net charge = 0
SMILES = CCCCCOC



Entry 6:
Molecular formula: C26H26N4O3
Method: DFT, ωB97M-V/def2-TZVPD

Geometry (Å):
C  -0.38668  -2.88184  3.40420
C  -1.05511  -2.68150  2.07895
C  -0.65469  -3.40998  0.96538
C  -1.26461  -3.22243  -0.26302
C  -2.30261  -2.31130  -0.40244
C  -2.72088  -1.59603  0.71341
C  -2.10174  -1.77725  1.93672
H  -2.43231  -1.20854  2.79457
H  -3.53486  -0.89253  0.61262
C  -2.88584  -1.99739  -1.75596
N  -2.17716  -0.85631  -2.31183
C  -2.59454  0.40582  -2.10392
O  -3.68563  0.71138  -1.67216
C  -1.51662  1.44814  -2.43604
N  -0.57023  1.51681  -1.32212
C  0.45130  0.64193  -1.31736
O  0.56947  -0.17708  -2.22195
C  1.54900  0.75397  -0.23454
N  2.46233  -0.37708  -0.43445
C  1.95299  -1.62216  -0.56777
C  2.73415  -2.68441  -0.89718
C  4.11323  -2.47742  -1.10879
C  4.64408  -1.24655  -0.89091
C  3.82840  -0.15664  -0.47425
N  4.38063  0.94140  -0.05448
C  3.64828  2.04081  0.21294
O  3.99492  2.95428  0.92545
C  2.29806  2.06056  -0.53131
H  1.71703  2.92037  -0.20511
H  2.50003  2.13995  -1.60332
H  5.69640  -1.04017  -0.99071
H  4.73804  -3.30184  -1.41655
H  2.29902  -3.66387  -0.99798
H  0.89565  -1.73726  -0.38864
C  1.06407  0.69564  1.21755
H  0.57743  1.61911  1.51187
H  0.37790  -0.13588  1.37023
H  1.92967  0.55549  1.86441
C  -0.95331  2.44872  -0.31303
C  -1.74581  2.03405  0.74884
C  -2.17791  2.95904  1.68263
C  -1.82901  4.29318  1.55516
C  -1.05832  4.70838  0.48240
C  -0.62856  3.79096  -0.46053
H  -0.04765  4.11247  -1.31250
H  -0.79494  5.74916  0.37326
H  -2.16640  5.01176  2.28619
H  -2.79408  2.63632  2.50779
H  -2.01808  0.99377  0.83559
H  -0.97483  1.16991  -3.34255
H  -1.98393  2.42637  -2.55228
H  -1.20292  -0.99488  -2.55908
H  -2.78310  -2.84262  -2.43978
H  -3.93706  -1.71383  -1.67102
H  -0.92930  -3.78679  -1.12178
H  0.15211  -4.12277  1.06027
H  -0.86867  -3.69824  3.94282
H  -0.45933  -1.98615  4.01687
H  0.66250  -3.13898  3.27521

Summary:
LUMO = 0.39 eV
E_HOMO = -8.11 eV
Net charge = 0
SMILES = Cc1ccc(CNC(=O)CN(C(=O)[C@]2(C)CC(=O)N=C3C=CC=CN32)c2ccccc2)cc1